Molecular formula: CH4N2OS
Method: DFT, the ωB97M-V functional and the def2-TZVPD basis

Each line ends with the Löwdin charge.
Positions of all 9 atoms, in Å:
C -0.88797 -0.78517 0.53288  -0.5228
N -0.34341 -1.96415 0.83317  0.0853
N -0.12697 1.71782 -0.97451  -0.4498
O -1.87581 -0.17268 0.37533  0.0843
S 0.95354 0.51255 -0.35902  0.5258
H -0.80291 -2.50777 1.67248  0.1710
H 0.63730 -2.26463 0.59065  0.1259
H -0.95567 1.15175 -0.92402  -0.0563
H -0.23437 2.58498 -0.39311  0.0366

Atoms 1-3, force components in eV/Å:
C 4.06 1.75 -2.33
N -1.04 -2.07 2.71
N 0.59 0.40 0.44

- LUMO level (spin up / spin down): 0.2 / 0.2 eV
- Calculated total energy: -16962.8752 eV
- Orbital gap (spin up / spin down): 7.892 / 7.893 eV
- 2S+1: 1